Run w
DFT (ωB97M-V/def2-TZVPD) results for a cluster of 2 separate species, C3H11N2O in total.

XYZ file:
```
17
Properties=species:S:1:pos:R:3
C 0.6450 1.4391 0.8982
C -0.3758 0.4750 0.3232
C -1.4215 -0.2711 0.8299
N -2.4503 -0.0248 1.9778
N -0.0079 0.1108 -1.0270
H 0.8393 2.2694 0.1521
H 0.6035 1.9664 1.8125
H 1.6923 0.8955 0.8099
H -1.5774 -1.3132 0.4308
H -2.8044 -1.0126 2.2330
H -3.1446 0.5455 1.6110
H -0.6068 -0.4923 -1.5301
H 0.1529 0.9650 -1.5935
H 0.8909 -0.3863 -0.9738
H 2.6747 -1.8056 -2.8210
H 2.6739 -1.8163 -1.1647
O 2.2161 -1.5442 -1.9682
```

Its net charge is +1. Its LUMO energy is -3.3 eV.

Results of the Mulliken charge analysis, in e, for atoms 1 through 8: atom 1 (C): -1.163, atom 2 (C): 0.486, atom 3 (C): -0.295, atom 4 (N): -0.576, atom 5 (N): -0.199, atom 6 (H): 0.321, atom 7 (H): 0.387, atom 8 (H): 0.281

***

Run x
DFT (ωB97M-V/def2-TZVPD) results for a cluster of 2 separate species, C3H11N2O in total.

XYZ file:
```
17
Properties=species:S:1:pos:R:3
C 2.5561 0.4614 0.5338
N 1.7324 0.2443 1.4626
H 2.1876 0.5845 -0.4845
H 3.6322 0.5500 0.6613
H 2.2058 0.1279 2.3591
C -0.8302 -0.9614 -0.9937
O -1.5197 -1.2197 -2.1833
C -1.3017 0.4006 -0.4895
N -1.0003 0.5464 0.9787
H 0.2562 -0.9390 -1.1202
H -1.0428 -1.7399 -0.2501
H -0.9202 -1.4613 -2.8939
H -0.8039 1.2174 -1.0056
H -2.3762 0.5082 -0.6234
H 0.0262 0.3823 1.1935
H -1.5254 -0.1543 1.5043
H -1.2762 1.4527 1.3512
```

Its net charge is +1. Its LUMO energy is -3.1 eV.

Results of the Mulliken charge analysis, in e, for atoms 1 through 8: atom 1 (C): -0.220, atom 2 (N): -0.498, atom 3 (H): 0.191, atom 4 (H): 0.283, atom 5 (H): 0.188, atom 6 (C): -0.282, atom 7 (O): -0.507, atom 8 (C): -0.601

***

Q: Which of them is the least stable? A: run w.

***

Run w
DFT (ωB97M-V/def2-TZVPD) results for a cluster of 2 separate species, C3H11N2O in total.

XYZ file:
```
17
Properties=species:S:1:pos:R:3
C -1.3539 0.4859 -2.0877
C -0.6133 0.5339 -0.8010
C -0.8852 -0.3986 0.1318
N -0.3379 -0.3599 1.4951
N 0.2899 1.5352 -0.6956
H -2.0234 1.3248 -2.1902
H -1.8581 -0.4683 -2.1905
H -0.6554 0.5692 -2.9212
H -1.7921 -0.9790 0.0411
H 0.4314 0.2959 1.6442
H 0.1254 -1.2368 1.7495
H -1.0480 -0.1380 2.1948
H 0.7222 1.9834 -1.4849
H 0.8089 1.6373 0.1597
H 2.6081 -1.4833 2.2469
H 2.8166 -1.6154 0.7469
O 2.1577 -1.3472 1.4012
```

Its net charge is +1. Its LUMO energy is -3.3 eV.

Results of the Mulliken charge analysis, in e, for atoms 1 through 8: atom 1 (C): -1.303, atom 2 (C): 0.957, atom 3 (C): -0.747, atom 4 (N): -0.252, atom 5 (N): -0.436, atom 6 (H): 0.332, atom 7 (H): 0.338, atom 8 (H): 0.372

***

Run x
DFT (ωB97M-V/def2-TZVPD) results for a cluster of 2 separate species, C3H11N2O in total.

XYZ file:
```
17
Properties=species:S:1:pos:R:3
C -1.2402 -1.5128 0.8270
C 0.0974 -1.7573 0.2783
N 1.0801 1.4110 -1.2379
C 1.1868 0.3909 -0.3441
N 0.4785 -0.6496 -0.5944
H -2.0647 -1.5334 0.0681
H -1.1910 -0.4917 1.2481
H -1.5169 -2.2023 1.6906
H -0.0198 -2.6937 -0.3176
H 0.8899 -1.7680 0.9768
H 1.2906 1.1243 -2.2018
H 0.5885 2.3466 -0.9693
H 1.8712 0.5759 0.5508
H 0.2755 -0.8505 -1.6201
H -1.6524 2.4752 0.5856
H -0.7383 1.9129 1.7675
O -1.1133 1.6313 0.8100
```

Its net charge is +1. Its LUMO energy is -4.5 eV.

Results of the Mulliken charge analysis, in e, for atoms 1 through 8: atom 1 (C): -0.827, atom 2 (C): -0.421, atom 3 (N): -0.473, atom 4 (C): 0.264, atom 5 (N): -0.141, atom 6 (H): 0.309, atom 7 (H): 0.207, atom 8 (H): 0.321

***

Run y
DFT (ωB97M-V/def2-TZVPD) results for a cluster of 2 separate species, C3H11N2O in total.

XYZ file:
```
17
Properties=species:S:1:pos:R:3
C -1.8637 0.1163 -1.2361
C -1.7371 0.2006 0.2844
N -0.4293 0.7784 0.6810
C 0.6316 0.0618 0.8868
N 1.8456 0.5460 1.2036
H -1.5433 1.0845 -1.6353
H -2.8928 0.0034 -1.5754
H -1.2271 -0.6497 -1.6204
H -1.7369 -0.8163 0.6686
H -2.4549 0.8404 0.7790
H -0.2502 1.7266 0.3645
H 0.5345 -1.0001 1.0862
H 2.3651 1.2003 0.6460
H 2.3219 0.0009 1.9028
H 2.1263 -1.4465 -1.7600
H 0.7200 -2.0149 -1.6592
O 1.3085 -1.3736 -1.2429
```

Its net charge is +1. Its LUMO energy is -3.5 eV.

Results of the Mulliken charge analysis, in e, for atoms 1 through 8: atom 1 (C): -0.886, atom 2 (C): -0.391, atom 3 (N): -0.127, atom 4 (C): 0.165, atom 5 (N): -0.353, atom 6 (H): 0.311, atom 7 (H): 0.368, atom 8 (H): 0.178

***

Q: Which of them is the least stable? A: run x.

***

Run w
DFT (ωB97M-V/def2-TZVPD) results for the molecule C2H4N2OS.

XYZ file:
```
10
Properties=species:S:1:pos:R:3
N 0.4295 -1.6330 0.1979
N 0.5791 -0.2682 0.1029
C 1.8702 0.2212 -0.0789
O 2.0224 1.3646 -0.3757
C -0.5267 0.5145 0.0173
S -2.0932 0.0458 0.0354
H -0.2980 -1.9146 -0.4699
H 0.0772 -1.8555 1.1410
H 2.6587 -0.5344 0.1305
H -0.2474 1.5488 -0.0979
```

As for the SMILES: NN(C=O)C=S. Its net charge is 0. Its LUMO energy is -0.3 eV.

Results of the Mulliken charge analysis, in e, for atoms 1 through 8: atom 1 (N): -0.781, atom 2 (N): 0.335, atom 3 (C): 0.191, atom 4 (O): -0.496, atom 5 (C): -0.222, atom 6 (S): -0.261, atom 7 (H): 0.273, atom 8 (H): 0.268

***

Run x
DFT (ωB97M-V/def2-TZVPD) results for a cluster of 2 separate species, C2H4N2OS in total.

XYZ file:
```
10
Properties=species:S:1:pos:R:3
N -1.6609 0.9380 -1.3834
C -1.5310 0.3688 -0.3947
C -1.4894 -0.4880 0.7650
N -0.3185 -1.1707 1.0103
O -2.5533 -0.5571 1.3802
H -0.2332 -1.4990 2.0249
H 0.6312 -0.8949 0.5509
S 2.6978 0.7131 -0.9481
H 1.8963 1.7093 -0.6641
H 2.5610 0.8806 -2.3410
```

As for the SMILES: N#CC(N)=O.S. Its net charge is 0. Its LUMO energy is 0.2 eV.

Results of the Mulliken charge analysis, in e, for atoms 1 through 8: atom 1 (N): -0.334, atom 2 (C): 0.245, atom 3 (C): 0.489, atom 4 (N): -0.395, atom 5 (O): -0.520, atom 6 (H): 0.286, atom 7 (H): 0.243, atom 8 (S): -0.376

***

Run y
DFT (ωB97M-V/def2-TZVPD) results for the molecule C2H4N2OS.

XYZ file:
```
10
Properties=species:S:1:pos:R:3
H 1.3519 2.5698 0.7877
N 1.3133 1.6905 1.4309
C 0.5389 0.7598 1.1101
N -0.1683 0.3803 -0.1467
O -0.8447 -0.8656 0.1564
C -1.0090 -1.4482 -1.0108
S -0.4512 -1.0208 -2.4798
H 0.3186 0.0064 1.8966
H 0.4785 0.2483 -1.0372
H -1.5281 -2.3204 -0.7073
```

As for the SMILES: [H]/N=C\NOC=S. Its net charge is 0. Its LUMO energy is 0.1 eV.

Results of the Mulliken charge analysis, in e, for atoms 1 through 8: atom 1 (H): 0.255, atom 2 (N): -0.509, atom 3 (C): 0.007, atom 4 (N): -0.354, atom 5 (O): -0.106, atom 6 (C): 0.132, atom 7 (S): -0.379, atom 8 (H): 0.354

***

Q: Which of them is the least stable? A: run y.